No. 1
The following is a quantum chemistry calculation of a structure of composition C32H47GeKN3O2Sb, from the OMol25 dataset.

Computed properties:
LUMO level: 4.30 eV
total energy: -121888.292 eV
ΔE to the lowest compared entry with this formula, charge and spin: 81.3 kJ/mol
maximum force: 3.094 eV/A
highest occupied orbital energy: -0.02942 Ha
total charge: -2

```
87
Properties=species:S:1:pos:R:3:forces:R:3
C 0.777 1.867 4.409 0.5 1.3 1.4
C -3.413 2.795 -0.312 -0.9 0.6 -0.8
C -2.817 1.648 -3.569 0.5 -0.1 1.1
N 3.589 1.100 -2.473 -0.1 1.0 -0.6
H -0.767 -3.136 -1.718 0.3 0.2 0.4
H -3.676 1.968 -4.156 0.0 -0.3 -0.4
H 5.070 -1.362 1.159 0.7 -0.2 0.4
H 0.718 2.129 -0.668 -0.7 -1.8 -1.8
C 1.737 -5.856 2.496 0.3 1.7 2.6
C -1.973 2.962 -0.302 1.9 0.2 1.0
C 0.127 4.122 -0.364 -0.8 0.4 -0.4
H 2.019 -6.058 -0.780 -0.1 1.0 0.3
H -1.229 -0.604 -5.744 0.6 -0.8 1.0
C -2.861 0.191 -3.053 -1.3 -0.1 -0.6
N -1.316 4.018 -0.620 -0.6 0.3 0.1
C 2.130 2.608 6.405 -0.8 -0.4 -0.4
H -2.896 2.233 -2.662 0.2 0.6 0.0
C -1.643 -2.499 -1.852 -1.2 -1.7 0.6
H 3.003 -1.708 -0.841 -0.4 -1.2 0.3
H 0.595 4.533 -1.295 -0.4 -0.1 0.7
C 4.316 -0.623 1.377 -1.7 -1.8 -0.7
C 1.065 1.926 5.847 0.0 -0.3 0.5
H -3.394 -1.994 -0.499 -0.4 0.9 -0.7
C 3.349 -0.726 -0.975 -0.1 0.8 -0.2
H 1.136 -5.461 3.418 1.3 -0.9 -1.2
K -0.863 0.063 1.812 -0.1 -0.2 -0.2
H 1.052 -2.283 2.591 0.0 -0.7 -1.1
C 0.087 -1.019 -4.023 0.1 1.3 0.8
O -3.268 0.493 0.179 -0.4 0.2 -0.1
H 1.236 -2.216 0.755 0.7 0.9 -0.8
H 2.589 -0.613 -3.055 0.7 0.3 1.1
C 1.673 2.678 3.614 0.5 -0.4 -0.2
H 0.743 -0.145 -4.215 -0.3 -0.5 -0.1
C -5.458 1.394 -0.242 1.2 -0.7 0.4
H -0.640 -6.410 0.410 -0.3 0.2 -0.2
H 0.309 4.839 0.460 -0.3 0.1 -0.4
C 1.918 -4.961 -0.535 1.0 0.0 -1.7
C 3.017 3.320 5.575 -1.0 -0.5 0.1
C -0.713 -1.468 -5.198 -1.8 1.0 -1.1
H -1.377 2.145 0.134 -0.5 -0.1 -0.3
H 4.510 0.017 2.182 0.9 1.3 0.7
O -0.233 1.282 3.987 -0.5 -0.7 -0.5
C 2.752 3.353 4.222 -0.5 -1.0 1.0
H -3.680 0.097 -2.287 1.0 0.1 -0.5
H -1.443 -5.352 1.590 0.3 0.1 -0.4
H 3.470 -1.206 1.757 -0.1 -0.2 -0.3
C 4.341 1.246 -0.246 0.6 1.9 0.5
C 0.814 -2.731 1.579 -0.3 -1.3 1.5
C 0.909 2.897 -0.009 0.8 0.2 0.7
C -3.999 1.506 -0.124 0.2 -1.2 1.0
H 4.526 2.770 -1.808 0.0 0.0 0.5
H -7.270 2.403 -0.753 0.8 0.1 0.3
H -1.538 -2.113 -4.859 0.3 0.0 -0.3
H 3.830 3.822 6.024 0.9 0.6 0.1
H -5.931 0.404 -0.029 0.5 0.9 -0.4
C 3.964 -0.024 0.065 -0.3 -0.5 -0.6
H -3.715 4.773 -0.838 0.5 1.5 -0.2
H -2.093 -2.981 -2.725 -0.2 0.5 -0.3
C -5.600 3.757 -0.734 0.5 0.7 -0.5
H 0.694 -1.791 -3.592 0.5 -0.6 -0.1
H 1.935 3.162 -0.220 0.8 0.2 0.2
H 2.302 3.547 1.786 0.5 0.2 -0.1
H -3.120 -3.622 -0.543 0.1 -1.4 -0.2
H -3.190 -0.464 -3.879 0.4 -0.1 0.2
Ge 1.021 -4.646 1.173 -0.9 2.3 -0.2
C -6.174 2.505 -0.564 -1.8 -0.4 -0.3
H -0.184 -1.953 -6.014 0.4 -0.4 0.1
H 1.494 -6.873 2.353 -0.4 -1.3 -0.2
H 0.389 1.365 6.521 0.3 0.3 -0.6
H -2.048 -2.512 0.297 0.3 -0.5 -0.1
H 1.288 -4.517 -1.373 0.8 -0.4 0.9
C -2.598 -2.703 -0.630 0.9 1.5 0.4
C -0.768 -5.358 0.711 -0.4 -0.5 0.4
C 1.590 2.816 2.166 -0.7 0.3 0.3
H 4.775 1.897 0.489 0.3 0.0 0.5
H -6.179 4.590 -1.099 -0.3 0.2 0.1
H -1.865 1.933 -4.052 -0.4 -0.2 -0.1
H 2.839 -5.774 2.718 -1.1 0.1 -0.2
H -1.243 -4.752 -0.084 0.4 -0.5 0.4
C 4.166 1.796 -1.486 -0.4 -0.9 -1.5
H 2.235 2.602 7.497 0.1 0.0 -0.4
C -4.232 3.887 -0.631 -0.2 -1.6 0.3
H 3.477 3.835 3.632 0.6 0.8 -1.1
N 0.759 2.343 1.316 0.0 0.2 0.9
C 3.136 -0.111 -2.211 -0.1 -0.6 -0.1
Sb -1.024 -0.519 -2.172 0.0 0.9 -0.1
H 2.962 -4.497 -0.591 -1.3 -0.6 0.0
```
Forces are in eV/Å.

No. 2
The following is a quantum chemistry calculation of a structure of composition C32H48BN5P2PdS2, from the OMol25 dataset.

Computed properties:
LUMO level (spin up / spin down): 0.70 / -0.79 eV
total energy: -85820.881 eV
2S+1: 3
maximum force: 0.654 eV/A
highest occupied orbital energy (spin up / spin down): -0.23959 / -0.25158 Ha
expectation value of S²: 2.014

```
91
Properties=species:S:1:pos:R:3:forces:R:3
C 2.109 0.494 3.704 0.4 -0.1 0.1
N -0.863 -0.194 1.106 0.6 0.1 -0.2
H -5.402 0.779 -2.484 0.0 0.0 0.0
H 0.256 3.845 2.785 0.0 0.0 0.0
H -0.508 4.211 -2.021 0.0 0.0 0.0
C 1.544 3.513 -0.012 0.2 -0.2 0.0
H 3.001 3.961 -1.563 -0.1 0.0 0.0
H 2.619 -4.053 3.160 0.0 0.1 0.0
C 2.233 -1.996 3.854 -0.1 0.2 0.0
C -2.600 2.782 0.379 0.1 0.1 0.0
H -3.630 -1.394 -4.150 0.0 0.0 0.0
H -2.689 -3.564 -1.275 0.0 0.0 0.1
H -5.635 -0.387 -0.170 0.0 0.0 0.0
C -0.130 1.904 1.964 -0.1 0.1 -0.2
H 1.987 -2.009 4.903 0.0 0.0 -0.1
C 4.988 -2.363 -0.992 -0.1 -0.1 0.1
H -3.456 3.350 0.001 0.0 0.0 0.0
H -2.630 2.802 1.469 0.0 0.0 0.0
H -1.478 2.743 -2.225 0.0 0.0 0.0
C -1.386 3.674 -1.656 0.0 -0.1 0.0
C 2.543 -2.990 2.999 0.0 -0.1 -0.3
H 3.964 0.173 -3.749 0.0 0.0 0.0
H 5.763 -1.083 -2.619 -0.1 0.0 0.0
H 2.655 -0.948 -4.203 0.0 0.0 0.0
H 2.300 -4.175 0.341 0.1 0.0 0.1
C -1.713 -1.416 -3.086 -0.2 0.1 0.0
C -1.201 -3.845 1.743 0.0 0.0 0.0
H 1.542 3.172 -2.183 0.0 0.0 0.0
H -4.307 0.614 0.415 0.0 -0.1 0.0
H -1.092 4.300 0.392 0.0 0.1 0.0
H -4.222 -1.143 0.576 0.0 0.0 0.0
C -1.183 -1.542 1.022 -0.2 0.1 0.2
H -4.014 1.698 -1.892 0.0 0.0 0.0
H 2.398 0.235 -2.929 -0.2 0.2 0.2
C -3.913 -0.429 -1.464 0.0 0.4 0.2
H 3.048 2.599 1.260 0.0 0.1 0.0
H 2.164 3.907 2.056 0.0 0.0 0.0
H -0.282 -2.248 2.841 0.0 0.0 -0.1
H 1.270 0.490 4.395 0.3 -0.1 -0.1
C -4.317 0.755 -2.350 0.0 -0.1 0.0
H 2.740 2.233 -1.291 0.0 0.0 0.0
N 2.265 -0.829 3.123 0.1 0.2 0.1
C -0.072 2.832 2.994 -0.1 0.0 0.0
N 3.686 -2.671 -0.660 -0.1 0.0 0.1
C -0.855 -2.519 1.962 0.0 -0.1 0.1
H -1.771 0.348 -4.371 0.0 0.0 0.0
H -0.918 -4.594 2.475 0.0 0.0 0.0
H -1.232 0.936 5.533 0.0 0.0 0.0
H -3.861 0.706 -3.341 0.0 0.0 0.0
H 4.192 -4.046 1.040 -0.1 0.1 -0.1
C 2.862 -2.040 -1.511 0.3 0.0 0.0
C -2.875 -2.104 -3.805 0.0 -0.1 0.0
H -0.238 0.128 -3.535 0.1 0.0 0.1
H -0.646 -0.904 -4.908 0.0 0.0 0.0
N 2.770 -2.442 1.752 0.2 -0.1 0.0
Pd 0.445 0.099 -0.641 -0.2 0.1 0.6
H -0.973 -2.178 -2.857 0.1 -0.1 0.1
S 2.788 0.110 0.620 -0.1 -0.1 0.0
H -2.264 4.289 -1.873 0.0 0.0 0.0
H -2.137 -5.266 0.430 0.0 0.0 0.0
S 1.145 -2.117 -1.496 0.0 0.1 -0.3
H -4.266 -1.350 -1.928 0.0 -0.1 0.0
H 3.369 4.281 0.825 0.0 0.0 0.0
C -4.547 -0.331 -0.076 0.0 0.0 0.0
C -1.301 3.377 -0.157 0.0 -0.1 -0.1
H 5.821 -2.764 -0.440 -0.1 0.0 0.0
P 0.154 2.286 0.210 0.1 0.3 0.1
N 3.633 -1.351 -2.383 -0.1 0.2 0.0
H -2.702 1.748 0.065 0.0 -0.1 -0.1
C -2.188 -3.265 -0.360 0.0 0.0 0.0
H -1.423 -0.708 3.727 0.0 0.1 0.0
H 1.055 4.487 -0.093 0.0 0.1 0.0
C -1.838 -1.936 -0.170 -0.1 0.0 -0.1
B 3.228 -3.450 0.601 0.1 0.0 0.0
C 4.966 -1.541 -2.059 -0.1 0.1 -0.1
C 2.583 3.573 1.108 0.1 0.1 0.0
C -0.918 1.211 4.532 -0.2 0.0 -0.1
C -1.009 0.270 3.518 -0.2 0.1 0.1
H 3.020 0.785 4.227 0.1 0.0 0.0
P -2.050 -0.608 -1.417 0.1 -0.5 -0.4
H 1.910 1.205 2.911 0.1 -0.1 0.1
C -0.448 2.497 4.289 0.0 0.0 0.0
C 2.611 -1.110 1.833 -0.3 -0.2 0.2
H -2.487 -2.621 -4.687 0.0 0.0 0.0
C 3.132 -0.421 -3.379 0.2 -0.3 -0.1
C -0.631 0.595 2.200 -0.3 -0.3 -0.2
C -1.879 -4.227 0.595 0.0 0.0 0.0
C -1.051 -0.401 -4.025 -0.2 0.0 0.0
H -0.394 3.227 5.087 0.0 0.0 0.0
H -3.372 -2.855 -3.188 0.0 0.0 0.0
C 2.242 3.203 -1.347 0.0 0.1 0.1
```
Forces are in eV/Å.

No. 3
The following is a quantum chemistry calculation of a structure of composition C32H48Cl2N6PtS2Si, from the OMol25 dataset.

Computed properties:
LUMO level (spin up / spin down): -8.90 / -9.35 eV
total energy: -100728.535 eV
ΔE to the lowest compared entry with this formula, charge and spin: 196.2 kJ/mol
maximum force: 2.766 eV/A
highest occupied orbital energy (spin up / spin down): -0.46830 / -0.44631 Ha
total charge: +2

```
92
Properties=species:S:1:pos:R:3:forces:R:3
H -5.145 -1.778 -2.805 0.0 -0.1 0.0
H 2.759 -0.039 4.276 0.0 0.1 0.1
H -0.203 3.839 -3.016 0.0 0.0 -0.1
H 6.333 1.128 1.439 0.1 -0.1 0.0
H 2.046 2.278 2.637 0.0 0.1 0.1
C 2.999 -4.398 -1.097 0.2 -0.2 -0.2
H 2.482 6.705 0.502 0.0 0.1 -0.1
N 0.901 2.043 -0.977 -0.1 0.5 -0.3
C 1.438 4.335 2.668 -0.1 -0.1 0.1
H -4.890 1.254 -5.256 -0.1 0.0 0.0
Cl 2.213 -1.864 -0.836 -0.4 -0.4 -0.5
C -3.221 -0.053 -4.983 -0.2 0.0 0.0
Pt 2.624 0.117 0.790 0.4 -2.6 0.1
C -0.013 3.030 -1.061 0.1 -0.3 0.0
C 0.696 -1.670 2.467 -0.5 -0.5 -0.1
H 1.733 1.928 -1.537 -0.2 0.0 0.1
C 1.566 5.581 2.075 -0.1 0.0 0.0
H -5.210 -1.571 -0.216 0.0 0.1 0.0
H -3.374 2.098 -3.354 0.1 0.1 0.1
C -5.504 -2.464 -0.773 0.0 -0.3 -0.3
C -3.953 -3.736 0.818 -0.1 -0.2 -0.1
H 6.196 2.872 1.568 -0.1 0.2 -0.2
C 0.990 -1.372 6.025 -0.1 0.1 0.9
H -1.860 3.295 0.101 -0.2 0.1 0.0
N 1.745 -0.813 2.569 0.6 1.0 -0.1
H 5.820 -6.052 -0.192 0.0 -0.1 0.0
H -1.272 -0.244 1.400 -0.1 0.0 -0.1
C 0.096 4.152 -2.016 0.0 0.0 -0.2
H -3.932 -4.558 1.529 0.1 -0.1 0.1
S 4.767 -1.528 1.115 -1.7 2.2 -0.3
H -2.780 -3.197 -1.976 0.1 0.3 0.1
H -2.146 0.637 -1.551 0.0 -0.3 0.0
C -4.489 0.617 -4.466 0.3 0.2 0.0
H 1.028 6.426 2.476 0.0 0.1 0.0
C -0.555 1.553 0.513 -0.2 0.1 0.1
H -2.467 0.695 -5.217 0.1 0.1 0.0
H -5.253 -0.136 -4.255 -0.1 0.0 0.0
C 2.139 3.253 2.167 0.0 0.0 0.1
C 2.970 3.406 1.064 0.7 -1.4 -0.4
H -2.803 -0.751 -4.263 0.1 -0.1 0.0
C 5.354 -4.047 0.354 -0.3 -0.3 -0.1
C 0.282 -2.003 3.723 0.0 -0.1 -0.6
H -4.292 1.405 -1.078 -0.1 -0.1 0.0
H 3.694 4.773 -0.413 0.1 0.1 -0.2
H -6.086 -3.717 0.853 -0.1 -0.1 0.0
H -3.789 -2.810 1.368 0.1 0.1 0.0
H 1.923 -1.038 6.472 0.0 0.0 0.0
H 0.796 4.204 3.526 -0.1 0.0 0.1
C -1.262 0.826 1.598 0.2 0.0 0.1
C 3.063 4.646 0.451 0.0 0.1 -0.1
S -0.929 -1.586 -1.363 0.5 -0.3 0.0
H -3.439 -0.603 -5.894 0.1 -0.1 -0.1
N -2.928 0.011 -1.706 -0.4 0.2 0.0
H 5.373 1.847 2.727 -0.1 0.0 0.2
C 1.970 -0.638 3.860 0.3 0.3 0.3
C 2.376 5.735 0.963 0.0 0.1 -0.1
H -5.011 -0.008 -1.859 0.0 0.1 0.1
H 2.084 -4.536 -1.651 -0.1 0.0 -0.1
C 3.908 -5.442 -0.960 -0.4 0.4 -0.1
C 5.092 -5.259 -0.264 0.4 0.4 0.3
C 4.438 -2.969 0.249 -0.2 0.1 0.2
C -4.269 1.484 -3.225 -0.3 -0.4 0.1
N 0.592 1.144 -0.025 1.9 -0.5 0.7
H -6.566 -2.375 -1.008 0.0 0.1 0.0
H -4.901 -3.502 -2.563 0.0 0.1 -0.1
C -0.981 2.728 -0.124 0.3 -0.3 0.1
Si 4.135 1.950 0.511 0.7 2.1 0.7
C -5.298 -3.703 0.100 0.1 0.3 0.1
C -4.753 -2.521 -2.110 -0.4 0.4 0.1
C 3.285 -3.171 -0.536 0.3 -0.1 0.0
H -0.502 -2.654 4.049 -0.2 -0.1 0.1
H 5.593 3.016 -1.204 0.1 0.2 0.3
H 0.779 -2.387 6.358 0.1 0.0 0.0
H 3.693 -6.396 -1.414 0.0 -0.1 0.0
H 1.118 4.522 -2.062 0.0 0.1 0.0
C 4.845 2.232 -1.259 -0.8 -0.7 0.6
C 5.651 1.938 1.681 -0.8 -0.6 -0.4
H 4.113 2.530 -2.002 -0.2 0.0 -0.1
C -2.578 -1.270 -1.717 1.0 -0.1 0.3
H -5.116 2.164 -3.120 0.0 0.1 0.0
N 1.097 -1.343 4.591 0.3 0.2 -0.7
C -4.190 0.701 -1.909 -0.2 0.3 -0.2
H -0.559 4.960 -1.707 0.0 0.1 0.0
H -3.124 -3.876 0.128 0.1 0.0 0.0
N -3.318 -2.341 -1.976 -0.3 -0.2 -0.2
H -2.283 1.188 1.672 -0.1 0.0 0.0
Cl 6.792 -3.842 1.259 0.1 0.0 0.0
H 0.318 -1.991 1.518 -0.2 -0.1 -0.3
H -5.417 -4.603 -0.506 -0.1 0.0 0.0
H -0.768 0.992 2.555 0.0 0.0 0.1
H 0.182 -0.719 6.365 0.1 -0.1 -0.1
H 5.344 1.341 -1.623 0.1 -0.2 0.0
```
Forces are in eV/Å.